{
  "formula": "C32H40Br2N7NdO7P2",
  "method": "the ωB97M-V functional and the def2-TZVPD basis",
  "spin_multiplicity": 4,
  "e_lumo_ev": [0.068, 0.068],
  "homo_energy_ev": [-7.09, -7.13],
  "elements": ["Nd", "Br", "C", "C", "C", "C", "C", "N", "C", "O", "O", "H", "H", "H", "N", "C", "C", "C", "C", "C", "C", "C", "C", "C", "C", "C", "C", "H", "H", "H", "H", "H", "H", "H", "H", "H", "H", "C", "N", "C", "P", "O", "O", "P", "O", "N", "C", "C", "N", "C", "C", "N", "C", "C", "H", "H", "H", "H", "H", "H", "H", "H", "H", "H", "H", "H", "H", "H", "H", "H", "H", "H", "H", "H", "H", "H", "H", "H", "Br", "C", "C", "N", "C", "C", "C", "C", "O", "O", "H", "H", "H"],
  "xyz": [[0.24906, 0.19380, -0.69799], [2.63727, -2.73306, 0.56807], [3.55956, -1.29845, -0.26025], [4.89702, -1.42320, -0.58348], [5.51693, -0.31662, -1.14606], [4.80174, 0.85902, -1.30880], [3.47124, 0.88702, -0.92645], [2.85223, -0.19597, -0.43543], [2.65946, 2.19971, -0.87182], [3.21973, 3.22801, -1.22219], [1.51185, 2.06872, -0.33573], [5.42771, -2.34340, -0.39130], [6.55954, -0.36475, -1.43255], [5.25026, 1.75617, -1.71051], [-1.68240, -1.50595, -0.16388], [-1.81425, -2.93013, -0.18217], [-2.82504, -3.45698, 0.62213], [-3.13430, -4.80212, 0.64093], [-2.41098, -5.64093, -0.18772], [-1.37873, -5.13004, -0.95223], [-1.01008, -3.77441, -0.97560], [0.15759, -3.32784, -1.80786], [0.89809, -4.31292, -2.47906], [1.98193, -4.00609, -3.27877], [2.33215, -2.68028, -3.46327], [1.61759, -1.70660, -2.78405], [0.54173, -1.96407, -1.90357], [-2.27111, -1.13195, 0.57066], [-2.00453, -1.13212, -1.06057], [-3.39652, -2.77075, 1.24113], [-3.92904, -5.18049, 1.27041], [-2.64176, -6.69760, -0.23747], [-0.84560, -5.84218, -1.56064], [0.65777, -5.36179, -2.38317], [2.53307, -4.80231, -3.76477], [3.15994, -2.41095, -4.11077], [1.91044, -0.67443, -2.97433], [-2.48313, 4.00103, 3.03327], [-2.10736, 3.41311, 1.75911], [-2.45170, 4.18005, 0.56301], [-1.81734, 1.79644, 1.62638], [-1.41591, 1.41949, 0.26071], [-0.70362, 1.55551, 2.76212], [0.76202, 0.84916, 2.56360], [0.68461, -0.15232, 1.47347], [1.08210, 0.09357, 3.98693], [1.21318, 0.84619, 5.22520], [0.75538, -1.31660, 4.15762], [1.77080, 2.14037, 2.60460], [1.44011, 3.51884, 2.25024], [3.20019, 1.83059, 2.53450], [-3.04504, 0.80859, 2.16703], [-3.34849, 0.66822, 3.58560], [-4.22321, 0.77404, 1.29759], [-2.00093, 4.97485, 3.13944], [-2.14667, 3.36255, 3.84929], [-3.56580, 4.14052, 3.11729], [-1.91513, 5.13086, 0.57100], [-3.52621, 4.38048, 0.50722], [-2.14673, 3.62310, -0.31947], [1.46452, 1.87935, 5.00191], [2.00967, 0.41104, 5.83265], [0.28511, 0.82490, 5.80752], [0.69734, -1.79906, 3.18476], [-0.19679, -1.44797, 4.68338], [1.54114, -1.80015, 4.74128], [0.36606, 3.67299, 2.31990], [1.76108, 3.76565, 1.24114], [1.94245, 4.17965, 2.96249], [3.36103, 0.76632, 2.70642], [3.72818, 2.39854, 3.30542], [3.61648, 2.10057, 1.56384], [-2.43449, 0.75042, 4.16897], [-3.77683, -0.32024, 3.76300], [-4.06724, 1.41873, 3.93360], [-3.92194, 0.94960, 0.26502], [-4.96827, 1.52271, 1.58996], [-4.69073, -0.21047, 1.36029], [-1.84581, -1.81669, -7.69453], [-1.18713, -0.33013, -6.73428], [-0.64418, 0.71900, -7.43267], [-0.18898, 1.79002, -6.72923], [-0.20664, 1.87120, -5.38589], [-0.73722, 0.83751, -4.66079], [-1.25880, -0.29953, -5.33428], [-0.62268, 0.84738, -3.16564], [-1.55355, 0.40545, -2.45423], [0.47629, 1.25029, -2.69141], [-0.55991, 0.71990, -8.51263], [0.21264, 2.74996, -4.90577], [-1.67146, -1.11968, -4.76687]]
}



{
  "formula": "C39H77N2O33",
  "method": "the ωB97M-V functional and the def2-TZVPD basis",
  "relative_energy_kj_mol": 0.0,
  "e_lumo_ev": -1.666,
  "charge": 1,
  "homo_energy_ev": -12.25,
  "elements": ["C", "C", "N", "C", "C", "N", "C", "C", "H", "H", "H", "H", "H", "H", "H", "H", "H", "H", "H", "C", "O", "C", "O", "O", "C", "H", "H", "H", "H", "H", "H", "C", "O", "C", "O", "O", "C", "H", "H", "H", "H", "H", "H", "C", "O", "C", "O", "O", "C", "H", "H", "H", "H", "H", "H", "C", "O", "C", "O", "O", "C", "H", "H", "H", "H", "H", "H", "C", "O", "C", "O", "O", "C", "H", "H", "H", "H", "H", "H", "C", "O", "C", "O", "O", "C", "H", "H", "H", "H", "H", "H", "C", "O", "C", "O", "O", "C", "H", "H", "H", "H", "H", "H", "C", "O", "C", "O", "O", "C", "H", "H", "H", "H", "H", "H", "C", "O", "C", "O", "O", "C", "H", "H", "H", "H", "H", "H", "C", "O", "C", "O", "O", "C", "H", "H", "H", "H", "H", "H", "C", "O", "C", "O", "O", "C", "H", "H", "H", "H", "H", "H"],
  "xyz": [[-0.96083, -2.15066, 2.16358], [0.44208, -1.51753, 2.09323], [0.41298, -0.30836, 1.22669], [0.41347, 1.02382, 1.64826], [0.18069, 1.76217, 0.52816], [0.00550, 0.92674, -0.51103], [0.12189, -0.29730, -0.06465], [-0.11067, 1.24524, -1.98597], [-1.25280, -2.47871, 1.17677], [-1.58881, -1.31997, 2.55617], [-1.09348, -3.00071, 2.84462], [1.17625, -2.19675, 1.65079], [0.73936, -1.25175, 3.10702], [0.41165, 1.36316, 2.67244], [-0.03500, 2.80029, 0.56454], [0.05785, -1.20789, -0.65895], [0.89365, 1.63170, -2.19110], [-0.94323, 1.95514, -2.10831], [-0.40345, 0.33423, -2.52951], [2.69490, 3.57017, -4.74137], [2.86200, 2.56535, -3.81231], [3.37779, 2.90595, -2.60458], [3.77825, 3.96782, -2.26655], [3.32770, 1.77318, -1.85982], [3.63134, 1.78922, -0.47465], [1.79574, 4.13081, -4.61114], [2.61387, 3.07455, -5.72027], [3.47788, 4.29329, -4.77303], [3.04317, 2.49647, 0.04305], [4.63436, 1.99753, -0.24495], [3.42859, 0.76754, -0.14018], [1.52466, -1.01556, -5.82448], [2.80340, -0.65505, -6.36048], [2.96827, 0.57812, -6.87690], [2.23990, 1.51855, -6.79040], [4.14372, 0.54132, -7.51225], [4.55693, 1.70927, -8.23011], [1.59728, -2.06242, -5.59188], [0.77392, -0.78409, -6.59078], [1.32364, -0.43126, -4.93271], [3.96870, 1.83814, -9.12492], [5.56780, 1.48935, -8.50323], [4.40975, 2.60148, -7.60236], [2.72780, 5.19403, 0.89634], [1.95179, 5.74322, 1.97672], [1.42481, 4.80932, 2.76497], [1.59427, 3.60571, 2.72247], [0.63336, 5.44518, 3.68126], [-0.05691, 4.59626, 4.61420], [2.88707, 6.00397, 0.13948], [2.14480, 4.37815, 0.45592], [3.72645, 4.90926, 1.23580], [-0.33333, 5.32362, 5.37654], [0.56972, 3.78002, 4.91832], [-0.91311, 4.14109, 4.09566], [-3.66146, 4.03903, -2.03009], [-2.86541, 5.15719, -2.30605], [-1.53557, 5.09132, -2.04580], [-0.94528, 4.20944, -1.42556], [-0.99053, 6.18362, -2.56894], [0.39314, 6.39622, -2.30607], [-4.67104, 4.46551, -2.04611], [-3.39906, 3.63216, -1.05357], [-3.60406, 3.41712, -2.90322], [0.60396, 6.32454, -1.22139], [0.63761, 7.40036, -2.64699], [1.03662, 5.68584, -2.87614], [-6.24070, 3.20011, 2.33265], [-4.95711, 3.83183, 1.94445], [-4.01692, 3.86548, 2.88191], [-4.17656, 3.52692, 4.03216], [-2.89317, 4.47824, 2.52923], [-2.76795, 5.02344, 1.16922], [-6.73326, 3.81889, 3.07131], [-6.11570, 2.20511, 2.73909], [-6.81296, 3.25069, 1.41481], [-3.63421, 5.61228, 0.95230], [-2.59145, 4.20616, 0.48727], [-1.93781, 5.66508, 1.15589], [-4.70841, -3.47829, 0.79961], [-4.85832, -4.88121, 0.48355], [-3.68710, -5.46403, 0.11890], [-2.61694, -4.89119, 0.16387], [-3.89807, -6.74480, -0.29190], [-2.80023, -7.55676, -0.69987], [-3.99538, -3.40283, 1.60934], [-5.68954, -3.20823, 1.16782], [-4.34701, -3.01528, -0.11421], [-1.99781, -7.06449, -1.26111], [-3.23887, -8.29289, -1.39960], [-2.41386, -8.08958, 0.18576], [0.45281, -4.20693, -1.30881], [-0.31637, -4.05973, -2.49712], [-0.82353, -2.89610, -2.83729], [-0.81304, -1.89338, -2.15438], [-1.37823, -2.93744, -4.07680], [-2.49387, -2.10090, -4.49712], [1.35277, -3.57264, -1.36832], [0.72216, -5.28658, -1.25933], [-0.20343, -3.95711, -0.47013], [-2.96101, -2.69566, -5.26990], [-2.05169, -1.15154, -4.86565], [-3.17921, -1.91990, -3.66951], [3.70523, -2.86458, 0.60830], [3.77555, -2.34496, -0.71354], [3.76050, -3.18929, -1.69473], [3.33589, -4.32098, -1.56972], [4.24288, -2.77510, -2.84835], [4.27899, -3.63006, -3.95227], [2.67756, -3.15837, 0.71315], [4.03593, -2.11022, 1.30154], [4.37141, -3.72686, 0.62290], [5.13068, -4.24837, -3.66736], [4.40623, -3.11366, -4.91739], [3.31745, -4.13806, -3.95683], [2.09759, -7.28681, 0.32370], [1.98607, -7.20601, 1.71084], [1.65338, -6.06853, 2.26220], [1.28051, -5.10944, 1.62034], [1.92535, -6.17319, 3.54966], [1.38725, -5.15646, 4.43834], [2.66775, -6.47760, -0.11881], [1.09076, -7.16101, -0.12450], [2.65363, -8.17398, 0.11887], [1.46909, -5.51961, 5.45075], [0.37762, -5.04170, 4.06633], [1.92496, -4.20823, 4.34590], [-0.76471, -0.78813, 5.48084], [0.63053, -0.72003, 5.84615], [1.24181, 0.41084, 5.53876], [0.69355, 1.39084, 5.19834], [2.57545, 0.13588, 5.64593], [3.45954, 1.10431, 5.09577], [-1.46673, -0.43357, 6.22988], [-0.93797, -1.83070, 5.17759], [-0.90403, -0.12796, 4.63505], [3.30834, 1.15290, 3.98776], [4.44642, 0.73605, 5.40296], [3.22600, 2.06644, 5.53383], [-3.98789, 0.75730, 5.08454], [-3.15541, 0.55245, 3.96449], [-3.73834, 0.69379, 2.74554], [-4.90001, 0.74277, 2.45512], [-2.79229, 0.75712, 1.82435], [-3.26214, 0.63613, 0.44096], [-3.35708, 1.09732, 5.88641], [-4.48606, -0.18309, 5.38201], [-4.78966, 1.45777, 4.81892], [-3.90413, 1.47410, 0.17189], [-3.84872, -0.28683, 0.36714], [-2.38308, 0.58590, -0.16591]]
}



{
  "formula": "C21H40AlBrF2N2O7PS",
  "method": "the ωB97M-V functional and the def2-TZVPD basis",
  "e_lumo_ev": -7.422,
  "charge": 1,
  "homo_energy_ev": -8.87,
  "elements": ["C", "C", "C", "N", "N", "C", "C", "O", "C", "C", "O", "O", "C", "C", "C", "C", "C", "C", "C", "C", "C", "F", "C", "P", "O", "O", "S", "H", "H", "H", "H", "H", "H", "H", "H", "H", "H", "H", "H", "H", "H", "H", "H", "H", "H", "H", "H", "H", "H", "H", "H", "H", "H", "H", "H", "H", "C", "C", "O", "H", "H", "H", "H", "H", "H", "Br", "C", "C", "O", "H", "H", "H", "H", "H", "Al", "F"],
  "xyz": [[0.81963, -3.93296, 1.09156], [2.18624, -3.15787, 0.95191], [2.16373, -1.82672, 1.73318], [2.59649, -0.65682, 0.90980], [1.49956, 0.08949, 0.51843], [1.05148, -0.13420, -0.71099], [-0.05244, 0.50936, -1.20594], [-0.44601, 0.19254, -2.44332], [-0.72355, 1.41541, -0.39363], [-1.93006, 2.05127, -1.00496], [-1.97502, 2.32588, -2.16679], [-3.04040, 2.31666, -0.17180], [-4.05128, 1.18559, -0.39844], [-4.12344, 0.40351, 0.90682], [-4.38559, -1.08529, 0.61161], [-5.50221, -1.34306, -0.42144], [-3.05355, -1.76961, 0.25384], [-0.22150, 1.62459, 0.92097], [-0.96779, 2.58523, 1.84125], [-0.83451, 4.07560, 1.44185], [-2.12846, 4.85684, 1.71459], [-0.35450, 4.25328, 0.15469], [0.93113, 0.96395, 1.36352], [1.55422, 1.33414, 3.06624], [0.45818, 0.72455, 4.11345], [1.54358, 2.95122, 3.23019], [3.28085, 0.68796, 3.52470], [0.12073, -3.62446, 0.29107], [0.97007, -5.00669, 0.94591], [0.32740, -3.79066, 2.10073], [2.33448, -3.02930, -0.12257], [2.95369, -3.80856, 1.36589], [2.81159, -1.91918, 2.60448], [1.13687, -1.64176, 2.05778], [3.10392, -0.96780, 0.08734], [1.57486, -0.86398, -1.31779], [0.32641, 0.20081, -3.02804], [-5.00762, 1.65215, -0.59232], [-3.76275, 0.57314, -1.25389], [-4.90709, 0.78882, 1.56758], [-3.19335, 0.48211, 1.47691], [-4.70135, -1.52465, 1.55316], [-5.53792, -2.41548, -0.64404], [-6.47319, -1.08844, 0.01439], [-5.37827, -0.83773, -1.39007], [-2.72722, -2.29473, 1.17031], [-2.30705, -0.96892, 0.04468], [-3.11178, -2.41295, -0.63624], [-0.65495, 2.50675, 2.87791], [-2.01181, 2.26109, 1.82940], [-0.08314, 4.49839, 2.11448], [-2.34458, 5.55466, 0.90601], [-2.02503, 5.42265, 2.64412], [-2.98440, 4.19054, 1.84274], [-0.39190, 0.68315, 3.64024], [1.22367, 3.09301, 4.13789], [1.25797, 0.67556, -6.90189], [2.32807, -0.05098, -6.11177], [1.80912, -0.52284, -4.85913], [0.87077, 1.52199, -6.33241], [1.65339, 1.04160, -7.84921], [0.41352, 0.01354, -7.10917], [3.15834, 0.61593, -5.88854], [2.71295, -0.90428, -6.67505], [1.08332, -1.12372, -5.05867], [-4.25650, 3.97229, -0.64297], [6.95394, -2.22512, 1.17541], [5.55438, -2.17435, 0.50742], [4.94525, -3.35322, 0.67217], [7.57698, -2.99306, 0.72051], [7.46206, -1.26322, 1.04903], [6.87909, -2.42241, 2.24447], [5.73584, -1.84143, -0.53732], [5.05924, -1.27450, 0.96215], [-1.27973, -2.40159, 2.04986], [-3.49308, -1.64268, 2.86579]]
}



{
  "formula": "C25H26N3O",
  "method": "the ωB97M-V functional and the def2-TZVPD basis",
  "relative_energy_kj_mol": 110.6,
  "e_lumo_ev": -2.689,
  "charge": 1,
  "homo_energy_ev": -10.77,
  "smiles": "Cc1ccc([C@@H]([NH2+]NC(=O)c2ccccc2)c2c(C)n(C)c3ccccc23)cc1",
  "elements": ["C", "C", "C", "C", "C", "C", "N", "N", "C", "O", "C", "C", "C", "C", "C", "C", "C", "C", "C", "N", "C", "C", "C", "C", "C", "C", "C", "C", "C", "H", "H", "H", "H", "H", "H", "H", "H", "H", "H", "H", "H", "H", "H", "H", "H", "H", "H", "H", "H", "H", "H", "H", "H", "H", "H"],
  "xyz": [[-0.16984, -4.59361, -4.89028], [0.08425, -3.75032, -3.67077], [-0.81871, -3.75297, -2.60883], [-0.62666, -2.91844, -1.50086], [0.46435, -2.04836, -1.45705], [0.57799, -0.97486, -0.38008], [1.22854, 0.19965, -0.92574], [1.38139, 1.39615, -0.08926], [2.47681, 1.49430, 0.73676], [3.20698, 0.51340, 0.88043], [2.74879, 2.80276, 1.44854], [3.95791, 2.95672, 2.15788], [4.22704, 4.09972, 2.92008], [3.28989, 5.14886, 2.98001], [2.09031, 5.01667, 2.26025], [1.83351, 3.86810, 1.49140], [-0.68452, -0.56075, 0.29935], [-0.77740, -0.25660, 1.65692], [0.25975, -0.26273, 2.71822], [-2.06265, 0.10876, 1.94033], [-2.52264, 0.63048, 3.21044], [-2.85360, 0.00218, 0.79700], [-4.21743, 0.22552, 0.67044], [-4.79896, -0.00412, -0.58432], [-3.99630, -0.45617, -1.64650], [-2.61856, -0.64993, -1.51011], [-2.01828, -0.43061, -0.26782], [1.46909, -2.17546, -2.42620], [1.25547, -3.00167, -3.53248], [0.64054, -4.47767, -5.61396], [-0.24268, -5.66260, -4.64986], [-1.10525, -4.31911, -5.39407], [-1.70269, -4.38673, -2.64647], [-1.36537, -2.90167, -0.69074], [1.26085, -1.35429, 0.37467], [0.71233, 0.48189, -1.76950], [2.16845, -0.02286, -1.27276], [0.67021, 2.10484, -0.20745], [4.68557, 2.15200, 2.12664], [5.17212, 4.17948, 3.46740], [3.51113, 6.04074, 3.59321], [1.37181, 5.84066, 2.31766], [0.89591, 3.83227, 0.94610], [1.08936, -0.90003, 2.39528], [0.66760, 0.74692, 2.89834], [-0.13691, -0.64810, 3.66846], [-3.58717, 0.86542, 3.14274], [-2.37385, -0.09818, 4.01703], [-1.97990, 1.54893, 3.47679], [-4.80140, 0.53697, 1.52748], [-5.86430, 0.16641, -0.72977], [-4.47944, -0.67098, -2.59747], [-2.02076, -0.96845, -2.36683], [2.43040, -1.64236, -2.36489], [1.99693, -3.07017, -4.32577]]
}